No. 1
49
Properties=species:S:1:pos:R:3:nbo_charge:R:1 method="wB97M-V/def2-TZVPD" max_force_ev_per_a=2.4 total_energy_ha=-1195.4279 orbital_gap_ev="6.168 / 6.172" e_above_lowest_kcal_mol=0.00 charge=+1
Ir -0.70667 -0.85953 -0.67482 0.97
N -0.09677 -0.92798 1.49251 -0.72
N -4.91174 -1.77960 -1.19535 -0.31
N -2.87295 -1.11436 -0.75305 -0.59
C 0.20765 1.78941 0.45413 -0.06
C -0.30692 1.12714 -0.65969 -0.04
C -1.61562 1.03732 4.24370 -0.19
C -5.02342 -0.59973 -0.50226 -0.06
C -1.24468 -0.02331 3.43455 -0.25
C 4.57020 -2.23090 -1.80682 -0.20
C 3.76627 -1.30331 -1.14571 -0.07
C -3.60580 -2.05220 -1.32690 0.20
C 4.36541 -0.26196 -0.42865 -0.20
C 2.33602 -1.38851 -1.14709 -0.03
C -3.75708 -0.18945 -0.23220 -0.07
C -0.54628 0.20152 2.25755 0.18
C 5.74405 -0.17051 -0.35457 -0.21
C 5.94959 -2.12767 -1.73323 -0.20
C -0.28212 1.49098 1.81981 -0.10
C 1.12057 -1.43597 -1.11315 -0.39
C 1.28777 3.35682 -1.04858 -0.22
C 6.53919 -1.10455 -1.00540 -0.19
C -0.09867 1.62149 -1.93778 -0.28
C 0.68321 2.75223 -2.13953 -0.18
C -0.64090 2.54601 2.65777 -0.17
C 1.04493 2.88264 0.23204 -0.19
C -6.00649 -2.61050 -1.68520 -0.41
C -1.27838 2.32855 3.86918 -0.19
H 1.92594 4.21917 -1.18952 0.23
H -6.01010 -3.57102 -1.17469 0.22
H -3.42121 0.69151 0.28678 0.24
H 4.10879 -3.02454 -2.37932 0.22
H -2.16130 0.85103 5.15868 0.23
H 1.51158 3.36350 1.08308 0.22
H -1.49428 -1.03968 3.72074 0.22
H -5.90349 -2.77872 -2.75458 0.23
H 0.90664 -0.90547 1.31483 0.44
H -0.33112 -1.79380 1.96479 0.41
H 3.73349 0.47061 0.05896 0.21
H -6.94938 -2.10759 -1.49634 0.23
H -0.56623 1.14131 -2.79181 0.22
H 6.20360 0.62693 0.21448 0.22
H -5.97501 -0.15869 -0.26263 0.24
H 7.61706 -1.03222 -0.94811 0.22
H -1.53375 3.16495 4.50529 0.23
H 0.82215 3.14562 -3.13718 0.23
H 6.57185 -2.85244 -2.24129 0.22
H -3.22692 -2.92432 -1.83545 0.22
H -0.44868 3.55981 2.33202 0.23



No. 2
31
Properties=species:S:1:pos:R:3:nbo_charge:R:1 method="wB97M-V/def2-TZVPD" max_force_ev_per_a=3.7 total_energy_ha=-1141.3572 orbital_gap_ev="7.082 / 7.081" e_above_lowest_kcal_mol=46.41 charge=+1
P -0.43670 -0.32225 -0.04924 2.13
P -3.26049 -0.15975 -0.62313 1.07
N -1.86762 -0.95893 -0.50828 -1.29
N 0.74062 -1.15773 -0.82621 -0.80
N -0.72022 1.91476 -0.13783 -0.55
N 0.00386 -0.67967 1.49543 -0.79
C -0.55151 2.21496 -1.56877 -0.46
C -0.79212 -0.21505 2.64292 -0.39
C 1.96071 -0.24610 -1.09137 -0.42
C 0.83042 -1.79995 1.86805 -0.44
C 0.13103 2.64856 0.79262 -0.44
C 0.39147 -1.94804 -2.11285 -0.42
H 1.70686 -1.50601 2.60608 0.22
H -3.91821 -1.33512 -0.56803 -0.09
H -0.68696 3.31773 -1.86748 0.24
H -0.59631 -2.26181 -1.95508 0.22
H -1.45402 -0.99410 2.88962 0.20
H -0.00277 -0.02917 3.33205 0.22
H 2.74067 -0.91492 -1.48242 0.23
H 2.32595 0.27761 -0.17236 0.23
H 1.08859 -2.92899 -2.20604 0.25
H 0.42079 2.00850 -1.95673 0.18
H -1.40377 0.53896 2.22084 0.21
H 0.30056 -1.21751 -3.02245 0.21
H -0.18092 2.59533 1.78439 0.21
H -0.05284 3.69390 0.51127 0.23
H 0.34518 -2.64861 2.51367 0.22
H 1.21458 2.49777 0.68456 0.19
H 1.64839 0.42519 -1.90990 0.20
H 1.18368 -2.34159 0.95692 0.25
H -1.10890 1.53204 -2.24026 0.20